(1)
Below is a molecular structure, C16H21N6O5OsPS in a non-equilibrium geometry, with properties calculated with ωB97M-V/def2-TZVPD.

Structure (XYZ):
```
51
Properties=species:S:1:pos:R:3:forces:R:3:mulliken_charge:R:1
Os 0.758 0.826 0.010 0.3 0.3 0.5 1.593
C -2.197 3.534 1.633 -0.1 0.0 -0.1 -1.595
C -1.340 2.651 0.804 0.3 0.0 0.2 0.952
N -0.243 2.095 1.243 0.0 -0.3 -0.4 1.002
N 0.169 2.357 2.509 -0.3 0.3 0.7 -1.268
C 1.341 1.884 2.822 0.0 -0.3 -0.4 0.605
N 1.830 2.103 4.045 0.0 0.0 0.0 -0.394
S 2.345 0.948 1.704 -0.2 -0.2 -0.4 -0.459
C -1.650 2.377 -0.604 0.0 -0.1 -0.2 0.249
C -2.764 2.859 -1.264 0.0 0.1 0.1 -0.659
C -2.918 2.586 -2.619 0.0 -0.1 -0.1 -0.478
C -1.960 1.835 -3.278 -0.1 0.0 0.0 -0.789
C -0.880 1.357 -2.555 -0.1 0.1 -0.1 0.059
N -0.735 1.626 -1.258 0.3 -0.2 -0.4 -0.304
H -1.800 3.615 2.637 0.0 0.0 0.0 0.359
H -3.216 3.141 1.669 0.0 0.0 0.0 0.404
H -2.252 4.531 1.190 0.0 0.0 0.0 0.406
H 1.359 2.742 4.664 0.0 0.0 0.0 0.249
H 2.767 1.821 4.276 0.0 0.0 0.0 0.210
H -3.501 3.444 -0.732 0.0 0.0 0.0 0.419
H -3.779 2.963 -3.154 0.0 0.0 0.0 0.455
H -2.040 1.623 -4.335 0.0 0.0 0.0 0.443
H -0.111 0.749 -3.011 0.0 0.0 0.1 0.354
O -2.485 -4.663 0.761 -0.3 -0.7 0.0 -0.417
C -2.508 -4.168 1.914 1.3 1.8 -1.1 0.740
O -2.918 -4.797 2.919 -0.5 -0.7 0.7 -0.166
C -1.973 -2.817 2.176 -0.5 -0.6 0.5 0.135
C -2.079 -2.156 3.392 -0.1 -0.2 -0.2 -0.532
N -1.516 -0.969 3.202 0.0 0.1 0.0 -0.205
N -1.050 -0.803 1.955 0.3 0.5 0.1 0.106
C -1.295 -1.910 1.307 0.1 -0.1 -0.1 -0.230
C -0.868 -2.052 -0.135 0.3 0.5 -0.2 0.721
O -1.320 -3.009 -0.774 -0.3 -0.8 0.4 -0.775
O -0.076 -1.188 -0.634 -0.4 -0.2 0.7 -0.454
H -2.015 -4.025 0.072 0.2 0.6 -0.5 0.399
H -2.509 -2.474 4.331 0.0 0.1 0.0 0.497
H -1.438 -0.220 3.876 0.1 0.0 -0.1 0.188
C 3.574 -1.893 -0.642 -0.1 0.0 -0.3 -1.086
P 2.919 -0.931 -2.015 0.3 0.0 0.2 1.250
C 4.286 -0.335 -3.008 -0.1 -0.1 0.1 -1.207
C 1.928 -2.006 -3.057 0.1 0.1 0.1 -1.080
O 2.162 0.289 -1.479 -0.6 0.1 0.0 -0.804
H 4.102 -2.774 -1.008 0.0 0.0 0.0 0.429
H 2.750 -2.204 0.000 0.0 0.0 0.0 0.234
H 4.264 -1.270 -0.074 0.0 0.0 0.0 0.329
H 4.871 -1.175 -3.384 0.0 0.0 0.0 0.397
H 4.921 0.314 -2.407 0.0 0.0 0.0 0.363
H 3.892 0.233 -3.851 0.0 0.0 0.0 0.355
H 2.515 -2.886 -3.329 0.0 0.1 0.0 0.435
H 1.659 -1.469 -3.967 0.0 0.0 0.0 0.351
H 1.025 -2.312 -2.537 -0.1 0.0 0.1 0.211
```
Positions in Å, forces in eV/Å.

Summary:
molecular weight = 630.652 g/mol
highest occupied orbital energy (spin up / spin down) = -13.690 / -14.197 eV
frontier orbital gap (spin up / spin down) = 7.47 / 4.01 eV
2S+1 = 5
charge = +2

---

(2)
Below is a single C10H21N3O4 molecule in a non-equilibrium geometry, with properties calculated with ωB97M-V/def2-TZVPD.

Structure (XYZ):
```
38
Properties=species:S:1:pos:R:3:forces:R:3:mulliken_charge:R:1
C -0.878 1.913 -0.020 -0.2 -0.5 -0.8 -0.188
C 0.275 0.923 -0.507 1.9 6.7 4.3 0.375
C -2.266 1.207 -0.063 2.1 1.0 0.8 -0.667
C -2.230 0.002 0.830 -0.1 -0.7 0.3 -0.080
C -3.491 -0.788 0.681 -1.4 -0.7 -0.3 -0.883
C -3.585 -1.433 -0.792 -1.8 -0.1 2.6 -0.627
C 2.812 0.540 -0.155 -2.2 0.9 2.1 -0.354
C 3.223 -0.092 -1.432 -0.2 -1.3 -0.3 0.173
C 2.634 -0.480 1.032 -2.1 -0.2 -1.3 1.000
C 3.620 -1.621 0.987 1.3 0.2 1.6 -1.349
H -0.937 2.919 -1.789 0.2 0.5 0.6 0.292
H 0.024 3.597 -0.639 1.3 0.9 -0.1 0.338
H -0.710 2.180 1.031 0.3 -0.2 -0.2 0.444
H -2.472 0.906 -1.072 -0.4 0.2 -0.6 0.341
H -2.960 1.932 0.353 -0.4 0.1 -0.5 0.306
H -1.414 -0.670 0.528 0.0 0.4 0.7 -0.192
H -2.201 0.265 1.893 0.7 0.2 -0.2 0.377
H -3.574 -1.489 1.544 0.2 -0.2 -1.0 0.353
H -4.334 -0.105 0.893 0.0 -0.2 -0.5 0.360
H -4.540 -2.025 -0.865 0.9 0.5 0.0 0.327
H -3.674 -0.566 -1.482 0.1 -0.9 0.1 0.318
H -1.757 -1.477 -1.293 0.5 -0.9 -0.3 0.287
H -1.956 -2.838 -0.394 -1.4 1.0 -0.7 0.297
H 1.611 2.242 0.288 0.0 0.1 0.1 0.325
H 3.582 1.211 0.194 0.3 0.3 -0.4 0.422
H 1.540 -0.856 0.811 1.9 0.3 1.0 -0.298
H 2.692 -0.485 2.886 0.0 -0.4 1.2 0.378
H 4.666 -1.201 0.897 -1.0 -0.6 0.0 0.294
H 3.390 -2.238 0.146 0.1 -0.6 -0.5 0.384
H 3.604 -2.259 1.945 -0.2 0.9 -1.4 0.426
H 1.414 -0.715 -1.770 1.0 -0.2 -0.1 0.492
N -0.847 3.172 -0.792 -1.6 -1.7 -0.5 -0.622
N -2.427 -2.232 -1.119 1.5 0.4 -0.3 -0.628
N 1.547 1.386 -0.230 0.6 0.0 -0.1 -0.128
O 0.168 -0.131 -0.952 -2.2 -6.4 -3.4 -0.612
O 4.370 -0.060 -1.747 1.2 0.3 -0.5 -0.554
O 2.723 0.233 2.276 -0.2 0.3 -1.7 -0.547
O 2.357 -0.863 -2.099 -0.8 0.5 0.2 -0.580
```
Positions in Å, forces in eV/Å.

Summary:
molecular weight = 247.295 g/mol
highest occupied orbital energy = -9.186 eV
frontier orbital gap = 9.64 eV
SMILES = C[C@@H](O)[C@H](NC(=O)[C@@H](N)CCCCN)C(=O)O

---

(3)
Below is 3 unconnected molecules or ions with the total composition C4H15N2O3 in a non-equilibrium geometry, with properties calculated with ωB97M-V/def2-TZVPD.

Structure (XYZ):
```
24
Properties=species:S:1:pos:R:3:forces:R:3:mulliken_charge:R:1
O 0.531 -0.232 1.769 -0.3 0.4 -0.3 -0.499
C 1.017 -0.999 0.966 0.7 0.0 0.0 0.416
N 2.067 -1.786 1.294 0.2 -0.2 0.7 -0.392
C 0.657 -1.044 -0.526 -0.6 -0.5 1.9 -0.566
N -0.497 -0.166 -0.837 0.3 0.8 -0.2 0.037
C -0.075 1.209 -1.319 -0.5 0.0 0.3 -0.472
C 0.608 1.149 -2.663 0.4 0.4 0.5 -1.145
H 2.386 -2.642 0.869 -0.3 0.2 -0.5 0.215
H 2.392 -1.671 2.244 -0.1 0.0 0.0 0.278
H 1.585 -0.738 -0.987 -0.2 0.0 -0.8 0.228
H 0.361 -2.076 -0.709 0.3 0.0 -0.5 0.456
H -1.163 -0.017 -0.036 0.6 -1.0 0.3 0.135
H -1.055 -0.650 -1.535 -0.1 0.2 -0.3 0.428
H 0.494 1.640 -0.498 0.4 -0.1 -0.1 0.364
H -0.980 1.814 -1.344 -0.1 -0.1 -0.2 0.448
H 0.829 2.162 -2.997 -0.4 0.0 -0.2 0.396
H -0.038 0.626 -3.365 0.2 0.1 -0.3 0.324
H 1.603 0.709 -2.604 -0.1 -0.4 -0.1 0.364
H -1.542 1.542 3.278 -0.3 0.1 0.1 0.337
H -0.700 1.484 2.049 0.0 -0.2 -0.1 0.323
O -1.615 1.626 2.321 0.1 0.3 0.1 -0.652
H -2.009 -1.334 1.894 -0.1 0.5 0.2 0.315
H -2.557 0.136 1.541 0.4 -0.6 0.6 0.369
O -2.298 -0.741 1.194 -0.4 0.0 -1.0 -0.706
```
Positions in Å, forces in eV/Å.

Summary:
molecular weight = 139.175 g/mol
highest occupied orbital energy = -14.518 eV
frontier orbital gap = 11.66 eV
charge = +1

---

(4)
Below is a molecular structure, C38H59N6O8SSiSn in a non-equilibrium geometry, with properties calculated with ωB97M-V/def2-TZVPD.

Structure (XYZ):
```
114
Properties=species:S:1:pos:R:3:forces:R:3:mulliken_charge:R:1
Sn 13.907 13.874 9.990 -0.1 0.1 1.2 1.804
C 8.527 14.414 9.431 0.5 -0.7 1.4 -0.550
O 8.850 13.049 9.858 -0.3 0.8 -1.2 -0.409
C 9.478 12.826 11.017 0.5 -0.6 2.0 -0.087
C 8.823 12.002 11.948 0.8 0.7 -1.3 -0.165
C 9.378 11.709 13.200 1.8 1.1 1.1 -0.675
C 10.529 12.398 13.607 -1.3 -0.7 0.0 -1.090
C 11.285 13.193 12.672 0.9 -0.8 1.3 0.622
C 12.486 13.762 13.196 -0.7 1.2 -1.0 -0.656
N 13.436 14.368 12.497 1.3 0.6 0.3 0.459
N 14.382 15.025 13.255 -2.4 -1.6 -0.3 -0.786
C 15.411 15.426 12.491 0.9 0.7 -0.8 0.282
O 15.507 15.210 11.265 -0.3 0.0 -0.6 -0.431
C 16.523 16.131 13.153 1.4 0.9 0.3 0.193
C 17.712 16.396 12.439 0.4 -0.7 0.3 -0.349
C 18.857 16.879 13.101 -0.5 0.7 -0.3 -0.366
C 18.842 17.239 14.456 0.3 -1.1 0.2 -0.573
C 17.681 16.917 15.153 -0.5 0.9 -0.2 -0.586
C 16.523 16.513 14.500 -0.4 -0.9 -0.2 -0.284
C 10.882 13.273 11.302 -1.2 0.0 -1.4 0.467
O 11.620 13.732 10.346 -0.5 0.0 0.5 -0.279
H 7.933 14.954 10.194 0.3 -0.4 -0.2 0.296
H 7.919 14.272 8.565 -0.2 0.1 -0.6 0.292
H 9.448 14.958 9.233 0.0 0.1 -0.2 0.061
H 7.863 11.562 11.697 0.1 0.2 -0.2 0.491
H 8.914 11.006 13.887 -0.1 0.3 -0.2 0.473
H 10.820 12.321 14.677 0.1 0.1 -1.0 0.353
H 12.532 13.961 14.241 0.1 -0.5 1.0 0.434
H 17.784 16.098 11.385 0.0 0.2 0.5 0.362
H 19.749 17.048 12.520 0.1 0.0 -0.1 0.437
H 19.734 17.612 15.032 -1.0 -0.4 -1.0 0.337
H 17.634 17.082 16.210 -0.1 0.2 0.4 0.391
H 15.579 16.401 15.011 0.1 -0.1 0.5 0.425
N 13.126 16.236 9.682 -0.3 -0.1 0.0 -0.399
C 13.573 17.265 8.699 1.1 -1.4 -0.9 -0.730
C 13.317 16.864 7.210 0.1 1.0 0.4 -0.863
C 14.060 15.635 6.618 -0.1 1.2 -0.2 -0.308
C 13.241 14.367 6.520 -0.2 -0.6 -0.4 -0.794
N 13.696 13.375 7.498 -0.8 -1.5 -0.3 -0.369
H 12.099 16.164 9.608 0.6 -0.1 0.4 0.157
H 13.362 16.621 10.608 -0.4 -0.5 -0.3 0.255
H 14.669 17.358 8.821 -0.5 0.1 0.1 0.314
H 13.111 18.200 8.976 -0.1 0.4 -0.3 0.450
H 13.678 17.706 6.605 -0.2 0.1 0.4 0.372
H 12.229 16.864 7.034 0.3 -0.4 -0.1 0.387
H 15.016 15.516 7.151 -0.3 -0.3 0.0 0.124
H 14.370 15.917 5.589 -0.2 -0.1 0.6 0.416
H 13.340 13.985 5.498 -0.1 -0.1 0.1 0.384
H 12.166 14.516 6.671 0.2 0.3 0.1 0.481
H 14.626 13.053 7.216 -0.1 0.0 0.3 0.248
H 13.084 12.504 7.495 0.9 1.4 0.0 0.080
O 22.197 16.206 10.240 0.0 -1.2 -0.5 -0.550
C 22.569 15.057 9.485 0.3 0.9 0.3 -0.430
N 21.520 14.066 9.432 -1.5 -1.1 0.9 -0.198
C 20.212 14.370 9.609 0.0 0.7 -0.9 0.731
O 19.759 15.531 9.673 0.3 -1.3 0.0 -0.805
C 19.299 13.188 9.642 -1.5 0.1 1.0 0.309
C 19.557 12.089 10.464 0.6 0.2 -0.3 -0.686
C 18.601 11.125 10.663 -0.5 -1.0 0.1 -0.549
C 17.385 11.269 10.011 -0.9 0.1 0.6 -0.289
N 17.017 12.397 9.372 0.7 -0.5 -0.3 -0.083
C 17.961 13.324 9.194 0.6 -0.6 0.5 -0.374
H 21.223 16.277 10.086 0.5 0.4 0.1 0.412
H 23.481 14.627 9.902 -0.2 0.0 0.2 0.339
H 22.761 15.278 8.451 0.4 0.7 -0.6 0.316
H 21.699 13.061 9.351 0.4 0.8 0.1 0.232
H 20.499 11.941 10.976 0.2 0.4 0.0 0.377
H 18.791 10.259 11.334 -0.2 0.7 -0.7 0.446
H 16.613 10.485 10.116 0.4 0.6 -0.2 0.335
H 17.637 14.220 8.700 0.1 0.4 -0.2 0.433
C 10.554 5.973 11.395 -0.2 -0.2 0.3 -1.650
C 10.726 7.063 10.349 1.7 -1.1 0.6 1.793
C 9.760 8.170 10.525 -0.3 1.2 0.3 -1.604
C 10.688 6.484 8.963 -0.9 1.0 -0.6 -1.634
O 12.097 7.498 10.644 0.0 1.3 -0.7 -0.113
Si 13.151 8.507 9.872 1.3 -2.5 0.3 0.072
S 12.319 10.328 9.237 -0.2 0.5 -0.1 -0.464
O 14.359 8.764 10.945 -0.1 0.2 -0.1 0.163
C 15.379 8.032 11.745 -1.4 1.0 0.1 1.510
C 16.423 7.531 10.752 0.7 0.6 1.0 -1.167
C 14.653 6.866 12.468 -0.2 1.3 0.8 -1.509
C 15.826 9.140 12.751 0.8 -0.6 0.2 -1.198
O 13.792 7.676 8.555 -0.8 1.3 0.0 -0.326
C 14.244 8.090 7.213 -0.2 -0.1 1.2 1.666
C 14.925 6.850 6.699 0.7 0.0 -0.4 -1.889
C 15.274 9.215 7.382 -0.3 0.2 -0.4 -0.973
C 13.060 8.468 6.314 0.0 0.1 0.1 -1.352
H 9.624 5.409 11.209 0.5 0.0 0.1 0.410
H 10.462 6.442 12.392 0.2 -0.3 -0.4 0.348
H 11.469 5.336 11.354 -0.9 0.2 0.2 0.345
H 8.749 7.769 10.416 0.0 0.2 0.0 0.489
H 9.938 8.967 9.779 -0.3 -0.3 0.3 0.241
H 9.880 8.605 11.535 -0.2 -0.2 -0.4 0.306
H 9.735 5.972 8.832 0.1 -0.2 -0.1 0.553
H 11.515 5.841 8.762 0.5 -0.6 0.0 0.389
H 10.704 7.316 8.239 0.1 -0.3 0.0 0.176
H 15.910 6.834 10.104 0.2 -0.1 -0.5 0.268
H 17.249 7.026 11.290 -0.5 0.0 -0.2 0.438
H 16.901 8.380 10.217 -0.5 -0.6 0.1 0.063
H 14.290 6.163 11.741 -0.2 -0.4 -0.3 0.302
H 13.746 7.251 13.052 1.4 -0.5 -0.8 0.218
H 15.355 6.359 13.151 -0.3 0.2 -0.2 0.478
H 15.976 10.126 12.250 -0.4 -0.8 0.3 0.075
H 16.824 8.897 13.222 -1.1 0.0 -0.3 0.316
H 15.052 9.196 13.554 0.7 0.2 -0.6 0.360
H 15.875 6.715 7.210 0.1 -0.1 0.2 0.400
H 15.163 6.984 5.644 -0.1 -0.2 -0.1 0.446
H 14.344 5.952 6.873 -0.3 0.0 -0.2 0.374
H 16.063 8.866 8.060 -0.2 0.2 -0.2 0.145
H 14.813 10.133 7.788 0.1 -0.3 0.0 -0.059
H 15.708 9.486 6.404 0.0 -0.2 0.3 0.621
H 12.319 7.641 6.315 0.4 0.6 -0.1 0.286
H 13.437 8.635 5.282 -0.3 -0.1 0.6 0.480
H 12.581 9.409 6.663 0.1 -0.6 -0.2 0.142
```
Positions in Å, forces in eV/Å.

Summary:
molecular weight = 906.788 g/mol
highest occupied orbital energy (spin up / spin down) = -10.197 / -10.427 eV
frontier orbital gap (spin up / spin down) = 5.11 / 5.51 eV
charge = +1

---

(5)
Below is a gas-phase ion, C3H8NO (charge +1) in a non-equilibrium geometry, with properties calculated with ωB97M-V/def2-TZVPD.

Structure (XYZ):
```
13
Properties=species:S:1:pos:R:3:forces:R:3:mulliken_charge:R:1
C 1.948 -0.018 -0.374 -2.2 -1.4 -3.4 -0.616
C -0.283 0.686 0.508 -0.9 0.5 -3.5 -0.078
C -1.932 -0.993 0.150 -2.1 1.5 -3.2 -0.623
N 1.137 1.083 -0.343 0.1 1.3 5.1 -0.184
O -1.213 0.202 -0.323 2.4 0.5 2.1 -0.241
H 2.590 -0.111 0.359 3.1 -0.4 3.6 0.402
H 1.821 -0.832 -1.079 -0.3 0.4 0.0 0.338
H -0.179 0.323 1.505 0.7 -0.5 0.6 0.399
H -1.850 -1.672 -0.698 0.0 -0.2 0.3 0.249
H -2.979 -0.621 0.185 0.7 -0.7 0.4 0.241
H -1.557 -1.392 1.025 0.8 -0.6 1.9 0.415
H 1.607 1.849 0.260 -1.1 -1.3 -1.2 0.397
H 0.889 1.495 -1.173 -1.2 1.0 -2.7 0.303
```
Positions in Å, forces in eV/Å.

Summary:
molecular weight = 74.103 g/mol
highest occupied orbital energy (spin up / spin down) = -13.486 / -13.932 eV
frontier orbital gap (spin up / spin down) = 8.38 / 9.17 eV
charge = +1

---

(6)
Below is a molecular structure, C20H17F2N6O2SSn, with properties calculated with ωB97M-V/def2-TZVPD.

Structure (XYZ):
```
49
Properties=species:S:1:pos:R:3:forces:R:3:mulliken_charge:R:1
Sn 0.047 0.428 0.182 -0.1 0.9 -0.1 0.452
O -0.814 2.723 3.755 0.1 -0.1 0.1 -0.700
C -0.586 1.880 2.903 0.0 0.2 -0.4 0.362
N -0.352 2.061 1.586 0.2 -0.8 0.1 -0.101
C -0.349 3.328 0.977 -0.1 0.4 -0.3 0.311
C -0.080 4.529 1.629 0.1 -0.2 0.0 -0.461
C -0.047 5.714 0.914 0.0 0.0 -0.2 -0.644
C -0.302 5.718 -0.450 0.1 0.1 0.2 -0.639
C -0.587 4.537 -1.112 0.0 -0.2 -0.1 -0.503
C -0.611 3.332 -0.412 0.0 0.4 0.4 0.240
N -0.864 2.071 -0.974 0.1 -0.7 -0.2 -0.086
C -1.590 1.901 -2.097 0.2 0.2 0.5 0.319
O -2.066 2.749 -2.836 0.0 -0.1 -0.1 -0.713
C -1.859 0.445 -2.402 -0.1 0.0 -0.2 0.316
C -2.462 0.107 -3.607 0.0 -0.1 0.0 -0.581
C -2.709 -1.226 -3.879 0.0 0.1 0.1 -0.277
C -2.367 -2.180 -2.926 0.0 -0.1 0.0 -0.877
C -1.785 -1.756 -1.748 0.0 -0.1 0.0 -0.122
N -1.531 -0.472 -1.495 -0.1 -0.1 0.2 -0.099
C -0.590 0.426 3.313 -0.1 0.0 0.2 0.300
C -0.566 0.115 4.667 0.0 -0.1 0.0 -0.558
C -0.589 -1.214 5.048 0.0 0.1 -0.1 -0.343
C -0.658 -2.191 4.061 0.0 -0.1 0.0 -0.768
C -0.687 -1.794 2.740 0.0 -0.1 -0.1 0.019
N -0.648 -0.513 2.371 -0.1 0.0 -0.1 -0.035
H 0.100 4.528 2.691 0.0 0.0 0.0 0.436
H 0.189 6.639 1.424 -0.1 0.0 0.0 0.390
H -0.272 6.651 -0.997 0.0 0.0 0.0 0.390
H -0.794 4.536 -2.169 0.0 0.0 0.0 0.430
H -2.718 0.904 -4.290 0.0 0.0 0.0 0.478
H -3.170 -1.523 -4.811 0.0 0.0 0.0 0.443
H -2.557 -3.231 -3.101 0.0 0.0 0.1 0.412
H -1.521 -2.457 -0.962 0.0 0.0 0.0 0.579
H -0.528 0.928 5.377 0.0 0.0 0.0 0.472
H -0.563 -1.488 6.094 0.0 0.0 0.0 0.441
H -0.690 -3.241 4.315 0.0 0.0 0.0 0.410
H -0.755 -2.520 1.936 0.0 0.0 0.0 0.372
N 2.556 -5.137 -2.149 0.0 0.0 0.0 -0.388
C 2.910 -3.909 -1.826 -0.2 0.1 -0.5 0.755
N 4.002 -3.364 -2.328 0.1 -0.1 0.1 -0.340
S 1.786 -2.982 -0.862 0.4 0.1 0.4 -0.079
H 3.041 -5.664 -2.861 0.0 0.0 0.0 0.220
H 1.769 -5.572 -1.692 0.0 0.0 0.0 0.223
H 4.593 -3.879 -2.965 0.1 0.0 0.1 0.222
H 4.203 -2.381 -2.204 -0.1 0.0 0.0 0.218
F 2.546 -1.735 1.287 0.0 0.0 -0.1 -0.131
C 3.087 -2.087 0.125 0.0 0.0 0.1 0.013
F 3.495 -0.994 -0.548 0.0 -0.1 0.0 -0.205
H 3.942 -2.740 0.306 0.0 0.0 -0.1 0.425
```
Positions in Å, forces in eV/Å.

Summary:
molecular weight = 562.170 g/mol
highest occupied orbital energy = -9.132 eV
frontier orbital gap = 4.90 eV
charge = +1